[1]
24
Properties=species:S:1:pos:R:3 method="wB97M-V/def2-TZVPD" homo_energy_ha="-0.2340 / -0.3458" charge=0 multiplicity=3 s2=2.01 e_lumo_ha="0.027 / -0.100" orbital_gap_ev="7.09 / 6.69"
C -1.384 0.900 -1.900
C -0.272 0.446 -1.124
C 0.028 -0.888 2.579
C 0.895 -1.963 0.399
C -0.677 -0.028 0.317
C 0.485 -0.723 1.064
N 0.754 1.442 -1.260
O -2.014 2.054 -1.256
P 2.327 0.961 -1.384
S 3.567 2.498 -1.255
H -1.141 1.352 -2.801
H -2.161 0.168 -2.194
H -0.052 -0.397 -1.767
H 0.686 -1.440 3.352
H -0.905 -1.587 2.541
H -0.426 0.039 2.895
H 0.120 -2.754 0.601
H 1.837 -2.375 0.855
H 1.053 -1.916 -0.671
H -0.827 0.884 0.972
H -1.528 -0.698 0.300
H 1.411 -0.099 1.144
H 0.686 2.443 -0.886
H -2.462 1.683 -0.522

[2]
190
Properties=species:S:1:pos:R:3 method="wB97M-V/def2-TZVPD" homo_energy_ha=-0.3765 charge=0 e_lumo_ha=-0.028 orbital_gap_ev=9.49
C -4.869 0.402 2.685
C -5.805 1.399 3.372
O -5.074 1.887 4.512
C -3.845 1.295 4.581
O -2.958 1.582 5.454
O -3.777 0.344 3.613
H -4.418 0.851 1.800
H -5.314 -0.484 2.233
H -6.748 1.010 3.756
H -6.070 2.286 2.796
C -0.617 3.952 2.304
C -1.902 3.360 2.897
O -2.622 3.200 1.729
C -1.886 3.187 0.679
O -2.281 2.939 -0.491
O -0.675 3.508 1.030
H 0.103 3.438 2.940
H -0.573 5.033 2.435
H -2.531 4.007 3.510
H -1.742 2.359 3.297
C 7.167 1.317 -1.855
C 7.844 0.631 -0.676
O 7.940 -0.655 -1.142
C 7.862 -0.622 -2.464
O 7.982 -1.570 -3.240
O 7.547 0.578 -2.924
H 7.698 2.266 -1.923
H 6.079 1.379 -1.824
H 7.314 0.517 0.269
H 8.853 0.981 -0.460
C -0.365 3.133 -8.029
C -1.715 3.832 -7.884
O -2.218 3.293 -6.706
C -1.329 2.540 -6.100
O -1.473 2.151 -4.970
O -0.294 2.348 -6.911
H 0.506 3.756 -8.230
H -0.404 2.552 -8.951
H -2.387 3.546 -8.693
H -1.472 4.895 -7.856
C -1.104 5.679 -3.630
C -0.469 4.611 -2.794
O 0.785 4.424 -3.472
C 0.988 5.407 -4.353
O 2.029 5.494 -5.004
O -0.068 6.260 -4.414
H -1.539 6.405 -2.943
H -1.850 5.152 -4.224
H -1.055 3.694 -2.852
H -0.422 4.811 -1.723
C -3.642 -5.732 -2.456
C -3.696 -6.591 -3.706
O -5.033 -6.765 -3.911
C -5.788 -5.929 -3.079
O -7.026 -5.934 -3.118
O -4.960 -5.323 -2.194
H -2.971 -4.875 -2.416
H -3.399 -6.404 -1.632
H -3.249 -7.572 -3.549
H -3.174 -6.021 -4.475
C 4.645 -1.641 -2.771
C 4.623 -2.457 -4.098
O 4.771 -3.740 -3.690
C 5.322 -3.834 -2.479
O 5.812 -4.833 -1.893
O 5.235 -2.619 -1.921
H 3.722 -1.302 -2.300
H 5.234 -0.748 -2.982
H 5.326 -2.240 -4.902
H 3.683 -2.340 -4.638
C 1.183 -5.403 5.560
C 1.056 -5.644 4.099
O 2.320 -5.415 3.585
C 3.146 -4.926 4.521
O 4.198 -4.390 4.328
O 2.586 -4.992 5.660
H 0.980 -6.313 6.124
H 0.506 -4.607 5.871
H 0.441 -4.836 3.702
H 0.617 -6.602 3.819
C 3.161 4.132 1.095
C 3.217 5.093 -0.106
O 3.626 4.257 -1.105
C 3.181 3.059 -0.929
O 3.226 2.096 -1.711
O 2.747 2.967 0.389
H 2.427 4.483 1.820
H 4.134 4.012 1.572
H 3.970 5.876 -0.020
H 2.257 5.587 -0.258
C 2.223 1.069 -4.702
C 3.320 2.087 -4.684
O 3.395 2.410 -6.000
C 2.875 1.395 -6.782
O 2.831 1.433 -8.023
O 2.394 0.567 -6.037
H 1.237 1.495 -4.518
H 2.495 0.184 -4.126
H 4.271 1.695 -4.323
H 3.175 2.985 -4.084
C 0.911 2.844 6.819
C -0.504 2.774 7.291
O -0.422 3.115 8.584
C 0.705 3.828 8.825
O 1.110 4.245 9.931
O 1.510 3.734 7.785
H 1.151 3.171 5.807
H 1.373 1.861 6.911
H -0.798 1.728 7.207
H -1.100 3.354 6.586
C -2.634 -2.260 -3.829
C -2.134 -0.908 -4.044
O -0.888 -1.063 -4.680
C -0.465 -2.290 -4.434
O 0.653 -2.623 -4.679
O -1.414 -2.998 -3.840
H -3.409 -2.628 -4.501
H -3.003 -2.255 -2.803
H -2.130 -0.353 -3.106
H -2.793 -0.337 -4.698
C -8.247 -2.372 -2.118
C -7.098 -1.712 -1.367
O -7.419 -1.963 0.002
C -8.607 -2.410 0.171
O -9.157 -2.704 1.177
O -9.154 -2.601 -1.057
H -7.836 -3.317 -2.473
H -8.596 -1.679 -2.884
H -6.985 -0.635 -1.492
H -6.218 -2.299 -1.633
C -2.479 -3.192 2.186
C -3.641 -3.291 1.271
O -3.446 -4.294 0.335
C -2.125 -4.593 0.415
O -1.544 -5.385 -0.305
O -1.583 -3.904 1.439
H -2.619 -3.721 3.129
H -2.210 -2.142 2.294
H -3.867 -2.319 0.831
H -4.472 -3.495 1.947
C 3.739 -2.737 1.448
C 5.192 -2.681 1.891
O 5.650 -1.663 1.045
C 4.659 -0.846 0.716
O 4.763 0.350 0.422
O 3.490 -1.378 1.121
H 3.113 -3.046 2.285
H 3.607 -3.524 0.706
H 5.657 -3.631 1.626
H 5.453 -2.424 2.917
C -0.475 -1.542 7.189
C -1.683 -1.043 6.509
O -1.361 -1.311 5.225
C -0.064 -1.411 5.041
O 0.513 -1.254 3.999
O 0.483 -1.587 6.178
H -0.634 -2.565 7.530
H -0.245 -0.877 8.022
H -1.748 0.036 6.653
H -2.535 -1.610 6.886
C 4.285 -0.016 4.586
C 5.471 0.749 4.100
O 6.384 0.790 5.160
C 5.864 0.304 6.230
O 6.330 0.486 7.371
O 4.721 -0.364 5.881
H 4.005 -0.960 4.118
H 3.428 0.657 4.571
H 5.349 1.742 3.668
H 5.874 0.130 3.299
C -4.472 2.962 -3.136
C -4.954 1.567 -3.367
O -5.629 1.237 -2.166
C -5.844 2.295 -1.444
O -6.557 2.387 -0.417
O -5.102 3.332 -1.927
H -4.542 3.619 -4.003
H -3.413 2.924 -2.881
H -4.078 0.977 -3.636
H -5.695 1.562 -4.166
C 0.923 0.626 -0.249
C 0.385 0.320 1.117
O -0.936 0.043 0.849
C -1.147 -0.406 -0.346
O -2.191 -0.957 -0.713
O -0.095 0.000 -1.096
H 1.878 0.104 -0.318
H 0.921 1.707 -0.392
H 0.493 1.298 1.587
H 0.896 -0.496 1.628

[3]
14
Properties=species:S:1:pos:R:3 method="wB97M-V/def2-TZVPD" homo_energy_ha=-0.0651 charge=-1 e_lumo_ha=0.116 orbital_gap_ev=4.94
C 0.883 0.790 2.670
O 0.958 1.066 3.963
H 0.239 1.484 2.037
H 1.863 0.671 2.107
H 0.323 -0.203 2.479
C -0.482 0.231 -1.421
C 0.540 -0.193 -0.683
C -0.909 -1.309 -3.047
N -1.381 -0.685 -2.050
H -0.740 1.274 -1.554
H 0.603 -1.246 -0.417
H 1.249 0.456 -0.187
H -1.569 -1.811 -3.742
H 0.185 -1.390 -3.175

Calculated electronic energy (eV), listed in the same order as above: -30107.671; -177042.383; -7812.457
Calculated energy relative to the best compared isomer or geometry (same formula, charge and spin) (kJ/mol), listed in the same order as above: 0.0; 809.9; 93.7